Record 1
{"formula": "C31H28BiN5O2S3", "method": "ωB97M-V/def2-TZVPD", "lumo_ha": 0.167, "gap_ev": 5.82, "largest_force_ev_per_a": 0.58, "total_charge": -2, "homo_energy_ev": -1.29, "e_above_lowest_kj_mol": 32.63, "total_energy_ev": -82495.2587, "elements": ["Bi", "S", "S", "S", "O", "O", "N", "N", "N", "N", "N", "C", "C", "C", "C", "C", "C", "C", "C", "C", "C", "C", "C", "C", "C", "C", "C", "C", "C", "C", "C", "C", "C", "C", "C", "C", "C", "C", "C", "C", "C", "C", "H", "H", "H", "H", "H", "H", "H", "H", "H", "H", "H", "H", "H", "H", "H", "H", "H", "H", "H", "H", "H", "H", "H", "H", "H", "H", "H", "H"], "coordinates": [[-0.9499, 0.5816, -0.8524], [-0.9229, -0.4604, -3.9543], [3.1014, 0.1969, 2.2797], [-0.9885, 3.0342, -1.6032], [-0.1325, 1.6875, 0.9587], [-3.2210, 0.5345, -1.0460], [1.5947, 1.2422, -1.7503], [-2.1698, -2.9777, -4.2268], [-1.2702, 0.2548, 2.3771], [1.3432, -1.4399, -0.0596], [-1.8177, -0.2086, 1.2209], [0.9214, 3.4722, 5.4996], [2.2601, -1.9796, 3.5707], [2.3497, -0.0061, -1.9217], [1.5462, 2.3033, -5.3373], [1.1966, 1.8803, -2.9716], [-3.9189, -2.9004, 0.0395], [-4.7490, -3.3218, -0.9754], [-0.2604, 3.3713, -4.1954], [2.5367, -0.8977, -0.6914], [0.0659, 1.9851, 3.3060], [-2.6084, -1.2094, 1.2322], [0.9206, -3.2120, 1.5466], [0.5832, -2.2811, -0.9700], [-4.5556, -1.1487, -1.9974], [0.0397, 1.4283, 4.5820], [-5.0649, -2.4273, -1.9999], [1.5270, -1.9809, 1.2598], [0.9516, 4.0262, 4.2277], [2.2503, -1.3356, 2.3176], [0.5312, 3.2843, 3.1334], [2.2653, 2.1747, -0.8384], [0.0715, 2.7327, -3.0005], [1.6202, -3.1778, 3.8299], [-1.6703, -1.9327, -4.1024], [0.4661, 3.1674, -5.3569], [-0.4507, 1.2447, 2.1255], [-3.3739, -1.6101, 0.0645], [0.9464, -3.8070, 2.7994], [-3.6824, -0.6944, -0.9870], [0.4714, 2.1673, 5.6692], [1.9050, 1.6787, -4.1540], [2.3898, 1.7073, 0.1390], [1.6500, 3.0623, -0.7091], [2.8061, -1.4776, 4.3584], [0.4599, 1.7267, 6.6596], [-1.1378, 4.0051, -4.1938], [2.1037, 2.0971, -6.2428], [2.7488, 1.0030, -4.1593], [0.3970, -3.7510, 0.7725], [-0.3045, 0.4083, 4.6852], [-3.6510, -3.5800, 0.8431], [1.2490, 4.0510, 6.3555], [1.8596, -0.5488, -2.7320], [3.1975, -1.7134, -1.0369], [3.2494, 2.4586, -1.2425], [3.3835, 0.2156, -2.2316], [-5.6932, -2.7495, -2.8219], [-2.7481, -1.7577, 2.1657], [-5.1385, -4.3321, -0.9840], [0.4499, -4.7596, 2.9477], [1.3005, 5.0434, 4.0903], [0.4417, -1.7636, -1.9155], [3.0641, -0.3421, 0.0824], [-4.7735, -0.4597, -2.8035], [0.5530, 3.6958, 2.1326], [0.1650, 3.6545, -6.2770], [1.6440, -3.6087, 4.8257], [1.0896, -3.2370, -1.1762], [-0.4141, -2.4870, -0.5800]]}

Record 2
{"formula": "C31H28BrN9O4Se2Ti", "method": "ωB97M-V/def2-TZVPD", "lumo_ha": [-0.149, -0.151], "gap_ev": [5.16, 6.52], "largest_force_ev_per_a": 2.35, "total_charge": 1, "s_squared": 0.79, "homo_energy_ev": [-9.22, -10.63], "e_above_lowest_kj_mol": 139.05, "multiplicity": 2, "total_energy_ev": -278044.3356, "elements": ["Br", "Se", "Se", "Ti", "O", "O", "O", "O", "N", "N", "N", "N", "N", "N", "N", "N", "N", "C", "C", "C", "C", "C", "C", "C", "C", "C", "C", "C", "C", "C", "C", "C", "C", "C", "C", "C", "C", "C", "C", "C", "C", "C", "C", "C", "C", "C", "C", "C", "H", "H", "H", "H", "H", "H", "H", "H", "H", "H", "H", "H", "H", "H", "H", "H", "H", "H", "H", "H", "H", "H", "H", "H", "H", "H", "H", "H"], "coordinates": [[0.4561, 1.0780, 3.3646], [1.2400, 2.3091, -2.5170], [-0.9105, -2.4770, -1.8871], [0.3055, 0.7992, -0.0197], [-2.4776, 3.7919, -0.3977], [-0.9296, 1.4252, -1.2416], [5.1241, 0.3092, 0.3778], [0.3207, 2.5617, 0.6322], [3.9225, 0.9057, 0.6071], [1.1414, -0.8671, 0.9120], [-0.3328, -1.1399, -0.8022], [1.6158, 0.7688, -1.7082], [-2.5723, 0.7650, 0.2107], [0.0242, -3.7048, -1.0145], [-1.5450, 0.4534, 1.0317], [1.5681, 2.1284, 0.5239], [1.5146, 1.6829, -4.0992], [-4.1948, 4.1594, -1.9499], [-2.7442, -4.2564, 2.7912], [-1.7253, -2.4676, 4.0568], [2.0128, -1.4556, 1.7713], [-3.3864, -4.7062, 3.9357], [-1.7579, -0.2144, 2.1074], [1.5963, -3.6836, 0.8882], [-3.2745, 3.2912, -1.3718], [1.9384, -0.1218, -2.6615], [0.5166, -1.6899, 0.0514], [-4.0391, 1.5518, -2.8572], [2.5486, 4.3239, 0.7234], [-0.8151, -0.3389, 3.1990], [3.9340, 2.1516, 0.3584], [-5.0195, 3.7290, -2.9719], [2.5389, -1.7177, -4.8768], [-3.2108, 1.9653, -1.8198], [-1.9217, -3.1437, 2.8483], [0.7097, -3.1153, -0.0384], [-0.8697, -1.2837, 4.1445], [5.1324, 2.9346, -0.0750], [1.8599, 0.3975, -4.0028], [2.1558, -0.4325, -5.1109], [-4.9396, 2.4238, -3.4411], [-2.3406, -2.9582, 5.2119], [2.3939, -1.4420, -2.4608], [2.2364, -2.8205, 1.7828], [2.6727, -2.2120, -3.5535], [2.6312, 2.8472, 0.5430], [-3.1770, -4.0577, 5.1462], [-2.2365, 0.9908, -1.2089], [2.9264, -3.2222, 2.5119], [-2.3378, 0.0311, -1.7395], [2.5190, -0.7957, 2.4607], [-1.7638, 3.1835, -0.1903], [4.8718, 3.6513, -0.8535], [1.7796, -4.7489, 0.8823], [-5.7256, 4.4202, -3.4125], [4.9855, -0.5929, 0.6867], [2.5409, -1.8254, -1.4612], [2.8365, 4.8383, -0.1956], [-2.1753, -2.4562, 6.1575], [3.0179, -3.2265, -3.4030], [2.7720, -2.3735, -5.7045], [1.5274, 4.6012, 0.9741], [3.2187, 4.6565, 1.5159], [-2.8728, -4.7842, 1.8549], [-4.2394, 5.1750, -1.5774], [-2.7393, -0.6551, 2.2808], [5.9011, 2.2613, -0.4434], [-1.3887, -2.8197, 1.9611], [-5.5759, 2.0912, -4.2495], [-0.2494, -1.1833, 5.0272], [5.5400, 3.4902, 0.7725], [-3.9786, 0.5261, -3.2044], [-3.4659, 0.3279, 0.3976], [-4.0407, -5.5663, 3.8871], [2.0902, -0.0206, -6.1084], [-3.6641, -4.4215, 6.0413]]}

Record 3
{"formula": "C31H28Cl2N5O2S2Sr", "method": "ωB97M-V/def2-TZVPD", "lumo_ha": -0.115, "gap_ev": 6.99, "largest_force_ev_per_a": 2.24, "total_charge": 1, "homo_energy_ev": -10.11, "e_above_lowest_kj_mol": 65.82, "total_energy_ev": -91697.9764, "elements": ["Sr", "Cl", "Cl", "S", "S", "O", "O", "N", "N", "N", "N", "N", "C", "C", "C", "C", "C", "C", "C", "C", "C", "C", "C", "C", "C", "C", "C", "C", "C", "C", "C", "C", "C", "C", "C", "C", "C", "C", "C", "C", "C", "C", "C", "H", "H", "H", "H", "H", "H", "H", "H", "H", "H", "H", "H", "H", "H", "H", "H", "H", "H", "H", "H", "H", "H", "H", "H", "H", "H", "H", "H"], "coordinates": [[0.9191, 0.2965, 0.2762], [5.2518, -0.2756, -1.9923], [5.4003, 4.7244, -4.0387], [-2.9213, -1.2384, -5.9132], [-1.4621, 0.9953, 5.8981], [0.9081, 2.5674, -0.1783], [2.9076, 0.7477, -0.5270], [-1.3503, 0.3618, 1.5153], [2.1775, 0.6966, 2.4311], [1.0419, -1.9839, 1.7009], [-1.0350, -0.0696, -1.2148], [1.7560, -1.7586, -1.1740], [-4.6589, -0.7104, -0.8119], [-3.1671, -0.7898, -2.8049], [3.4235, 1.6134, -1.3235], [-3.9851, 0.8538, 5.6829], [-1.6575, -0.8720, -4.8131], [-3.8345, 0.1111, 2.7114], [2.4043, -2.7289, -0.2632], [-0.8878, -0.2642, -2.5106], [-2.7566, 0.4847, 3.4746], [-2.4305, 0.0132, 0.7686], [3.4881, 3.8725, -2.3275], [2.9199, -0.5784, 2.6101], [-3.6972, -0.1266, 1.3352], [-4.8165, -0.5016, 0.5054], [4.5842, 1.3305, -2.0969], [-2.8583, 0.7553, 4.9238], [4.6212, 3.5574, -3.0126], [5.1676, 2.2677, -2.9051], [-2.3859, 1.1884, 7.3180], [2.8700, 2.9146, -1.5005], [1.4357, -3.1259, 0.8428], [-1.9263, -0.6463, -3.3775], [1.9499, -1.7336, 2.8469], [-1.5278, 0.5942, 2.8004], [1.6355, 3.2991, -0.8572], [-3.3665, -0.5688, -1.4335], [-0.5627, -1.1270, -6.8546], [-2.2639, -0.2151, -0.6610], [-0.4579, -0.8364, -5.4641], [-3.7171, 1.1010, 7.0594], [-1.8468, -1.3694, -7.2295], [0.5270, -3.5192, 0.3809], [0.1128, -0.1119, -2.9074], [1.1217, -2.2577, -1.7904], [2.8196, 1.4208, 2.1157], [-4.0197, -1.0792, -3.4117], [1.3280, 4.3449, -1.0086], [-0.6422, 0.8951, 3.3542], [1.3472, -1.5039, 3.7284], [3.6186, -0.5348, 3.4449], [1.8689, -3.9360, 1.4369], [-2.2222, -1.6126, -8.2126], [0.4859, -0.6166, -4.9795], [-4.9871, 0.7594, 5.2818], [-4.4810, 1.2054, 7.8172], [2.4670, -1.3247, -1.7557], [0.2766, -1.1554, -7.5365], [3.0491, 4.8600, -2.4247], [2.5302, -2.6299, 3.0845], [0.1163, -2.1712, 2.0629], [3.5010, -0.7526, 1.7023], [2.7309, -3.6339, -0.7779], [-5.5032, -0.9873, -1.4310], [-1.8964, 1.3668, 8.2640], [6.0555, 2.0152, -3.4704], [-5.7913, -0.6072, 0.9676], [3.2955, -2.2613, 0.1581], [1.8155, 1.0097, 3.3259], [-4.8127, -0.0079, 3.1653]]}